{"formula": "C42H51N4O3S5SiV", "method": "the ωB97M-V functional and the def2-TZVPD basis", "elements": ["V", "O", "C", "C", "C", "C", "C", "C", "C", "O", "N", "N", "C", "S", "C", "C", "S", "H", "H", "H", "H", "H", "H", "H", "H", "H", "C", "C", "S", "C", "C", "S", "C", "C", "S", "H", "H", "H", "H", "H", "H", "H", "H", "H", "H", "H", "H", "C", "C", "C", "C", "C", "C", "C", "C", "H", "H", "H", "H", "H", "C", "C", "N", "C", "C", "C", "O", "C", "C", "C", "C", "N", "C", "H", "H", "H", "H", "H", "H", "H", "H", "H", "H", "H", "H", "H", "H", "C", "Si", "C", "C", "C", "C", "C", "C", "C", "H", "H", "H", "H", "H", "H", "H", "H", "H", "H", "H"], "coordinates": [[0.27591, -0.72706, -0.10958], [-4.03962, 0.63770, 3.28130], [-2.91719, 0.61990, 4.06038], [-3.00431, 0.90928, 5.42218], [-1.87386, 0.90663, 6.22070], [-0.63355, 0.60620, 5.66840], [-0.55630, 0.31690, 4.31783], [-1.68229, 0.32510, 3.48932], [-1.47190, 0.04145, 2.03043], [-0.27988, -0.30986, 1.72718], [-2.46064, 0.16977, 1.17613], [-1.94994, -0.17091, -0.11578], [-2.89313, -0.12199, -0.98805], [-2.60536, -0.50995, -2.68004], [-4.34191, -0.88904, -3.00634], [-5.18244, 0.13908, -2.27206], [-4.55896, 0.26135, -0.57049], [-4.79703, 0.80923, 3.85467], [-3.97729, 1.13914, 5.84335], [-1.96740, 1.13432, 7.27473], [0.25844, 0.58584, 6.27850], [0.38754, 0.06382, 3.85558], [-4.57731, -1.89546, -2.65059], [-4.49290, -0.85119, -4.08574], [-6.22509, -0.17997, -2.22402], [-5.13281, 1.10865, -2.77498], [-1.29264, 5.00063, 2.05092], [-0.83661, 5.32412, 0.61815], [-0.48849, 3.90976, -0.46106], [1.29869, 3.71123, -0.26640], [1.81455, 3.71272, 1.15893], [0.96365, 2.52139, 2.22390], [1.33161, 3.26873, 3.82558], [0.21512, 4.16975, 4.33771], [-0.18829, 5.63688, 3.35251], [-1.36770, 3.92109, 2.17726], [-2.27763, 5.43446, 2.21408], [0.04249, 5.96998, 0.62393], [-1.62577, 5.88322, 0.11339], [1.82035, 4.49895, -0.81589], [1.53458, 2.76981, -0.76869], [1.70018, 4.71065, 1.58595], [2.88258, 3.47422, 1.13326], [2.29079, 3.79133, 3.78645], [1.44837, 2.44322, 4.53203], [0.48490, 4.57356, 5.31861], [-0.69021, 3.57398, 4.48175], [-0.11895, -2.72835, -0.08385], [-0.37374, -3.91940, -0.08518], [-0.55203, -5.33318, -0.09079], [-1.56368, -5.92827, -0.85070], [-1.72057, -7.30122, -0.87348], [-0.86893, -8.11644, -0.14068], [0.14045, -7.53772, 0.61617], [0.29750, -6.16480, 0.64326], [-2.22218, -5.29092, -1.42564], [-2.51059, -7.73696, -1.47063], [-0.98897, -9.19145, -0.16158], [0.81562, -8.16036, 1.18849], [1.09163, -5.71187, 1.22280], [4.72158, -2.90747, -3.79017], [4.03790, -1.71733, -4.43314], [2.98526, -2.11536, -5.36135], [3.37094, -2.98046, -6.45863], [2.91498, -4.41348, -6.25654], [1.74502, -1.56322, -5.44138], [1.00856, -1.80919, -6.38356], [1.26575, -0.65980, -4.33344], [1.02183, 0.68482, -4.62570], [0.51297, 1.46487, -3.58905], [0.28166, 0.90643, -2.35879], [0.54002, -0.40801, -2.05390], [1.01203, -1.16662, -3.08141], [5.43038, -2.56282, -3.03943], [5.26717, -3.51566, -4.51223], [4.00458, -3.54168, -3.28209], [4.76846, -1.09877, -4.97308], [3.60544, -1.09026, -3.66760], [4.45921, -2.92406, -6.55172], [2.92976, -2.57706, -7.37726], [3.37925, -4.86420, -5.38306], [3.16617, -5.01445, -7.12789], [1.83584, -4.44414, -6.12558], [1.19298, 1.07735, -5.61564], [0.26396, 2.50525, -3.73597], [-0.16770, 1.48955, -1.55888], [1.17875, -2.20728, -2.82490], [3.79884, 0.33194, -0.78625], [2.82356, -0.89410, 0.34159], [3.47782, -0.45756, 2.08198], [3.67669, -2.57854, -0.04454], [3.10086, -3.54643, -0.86344], [3.73143, -4.75047, -1.14523], [4.98168, -5.02162, -0.61837], [5.58888, -4.07591, 0.19382], [4.93971, -2.88344, 0.47382], [4.79177, -0.04056, -1.03690], [3.93475, 1.27833, -0.26072], [3.27922, 0.56061, -1.71398], [4.56436, -0.35203, 2.08834], [3.21091, -1.21691, 2.81183], [3.04117, 0.48381, 2.41170], [2.11192, -3.37747, -1.26750], [3.23304, -5.48203, -1.76932], [5.47639, -5.96200, -0.82813], [6.56759, -4.26939, 0.61917], [5.44436, -2.17181, 1.11320]], "s2": 3.798, "e_tot_ha": -5300.25402, "homo_energy_ev": [-3.26, -3.88], "spin_multiplicity": 4, "e_lumo_ev": [2.090, 2.090], "total_charge": -1, "gap_ev": [5.348, 5.974], "e_above_lowest_kcal_mol": 44.6}

=====

{"formula": "C4H20N2O5", "method": "the ωB97M-V functional and the def2-TZVPD basis", "elements": ["C", "N", "C", "C", "N", "C", "O", "H", "H", "H", "H", "H", "H", "H", "H", "H", "H", "H", "H", "O", "H", "H", "O", "H", "H", "O", "H", "H", "O", "H", "H"], "coordinates": [[2.30978, -1.26512, 0.96026], [1.43188, -1.11103, -0.32093], [2.14848, -0.83043, -1.61388], [0.97627, -0.27231, -2.70186], [0.60130, 1.09693, -2.25036], [-0.92077, 1.19010, -2.27092], [-1.46451, 0.49504, -1.09982], [2.34387, -0.44297, 1.71879], [3.29933, -1.57310, 0.58362], [1.86455, -2.14351, 1.53562], [0.62579, -0.59622, -0.22905], [2.46903, -1.77556, -1.98304], [3.04964, -0.03456, -1.69249], [1.68240, 0.04370, -3.56787], [0.30625, -1.07411, -2.99435], [1.01478, 1.26964, -1.36288], [-1.30048, 2.19368, -2.13743], [-1.38256, 0.70593, -3.15667], [-1.16979, -0.54402, -1.22865], [-1.09647, 2.73612, 0.73723], [-0.94888, 2.17752, -0.04516], [-1.99302, 2.93294, 0.86075], [-3.63183, -0.83375, 1.36492], [-2.84354, -1.31303, 1.76249], [-3.84669, -1.17145, 0.45938], [-1.16219, -1.39914, 3.65613], [-0.79092, -0.95238, 2.85843], [-0.76576, -0.88956, 4.37896], [0.02040, 1.12549, 2.85630], [-0.85431, 0.95389, 3.02801], [0.02795, 1.30126, 1.89444]], "e_tot_ha": -649.98557, "homo_energy_ev": -9.09, "e_lumo_ev": 0.358, "gap_ev": 9.448, "e_above_lowest_kcal_mol": 76.3}

=====

What is the formula in the first record?
C42H51N4O3S5SiV